[1]
Entry from the OMol25 dataset: a molecular structure, C46H40CrI2N4OP2Se (wB97M-V/def2-TZVPD).

```
97
Properties=species:S:1:pos:R:3
Cr -0.29531 1.14332 0.49016
I 0.26325 -0.45383 7.99170
C 0.38485 -0.23082 5.92817
C 1.28966 -0.98789 5.19954
C 1.36137 -0.82936 3.82485
I 2.58557 -2.11671 2.73802
C 0.57141 0.10910 3.14361
O 0.68025 0.21971 1.80786
C -0.37443 0.81819 3.89529
C -1.32752 1.79894 3.26900
N -1.84330 1.35780 1.93260
C -2.91074 2.25821 1.43186
C -2.72277 2.67748 0.00121
C -3.64092 3.51340 -0.60834
C -3.41942 3.93022 -1.90411
C -2.28600 3.49014 -2.57154
C -1.42772 2.64602 -1.91169
N -1.63755 2.24095 -0.64779
C -0.45492 0.64466 5.27518
H 1.92212 -1.71429 5.69222
H -0.87221 2.77031 3.12574
H -2.18183 1.93108 3.93552
H -2.24292 0.43313 2.06802
H -2.93975 3.15407 2.04992
H -3.87913 1.77118 1.52457
H -4.51258 3.84088 -0.05330
H -4.12351 4.59221 -2.39180
H -2.06455 3.79423 -3.58622
H -0.53360 2.28740 -2.39353
H -1.18876 1.21058 5.84056
C -0.59878 -1.83867 -1.73945
N 0.84074 -1.75044 -1.74180
C 1.36210 -0.54121 -2.33055
P 1.59854 0.81123 -1.08861
C 2.10943 2.20616 -2.17598
C 1.65210 2.31653 -3.49345
C 2.04000 3.38038 -4.30023
C 2.89908 4.34857 -3.80381
C 3.37068 4.24293 -2.50114
C 2.98141 3.18212 -1.69642
C 3.13902 0.37789 -0.22103
C 3.53172 1.15363 0.86959
C 4.77354 0.97515 1.45722
C 5.63107 -0.00807 0.98218
C 5.23951 -0.80542 -0.08418
C 4.00353 -0.60883 -0.69146
C 1.59146 -2.96226 -1.73062
C 2.51211 -3.26070 -2.72849
C 3.24781 -4.44003 -2.66669
C 3.04799 -5.34224 -1.63043
C 2.10826 -5.05347 -0.64709
C 1.39470 -3.86387 -0.68589
P -1.41095 -0.96451 -0.32238
C -3.06233 -0.48464 -0.97425
C -3.22816 0.06292 -2.24590
C -4.46805 0.52959 -2.66578
C -5.56683 0.45381 -1.81868
C -5.41969 -0.09714 -0.55119
C -4.17821 -0.56342 -0.13358
C -1.85019 -2.33131 0.79445
C -1.51686 -2.32339 2.14160
C -1.87820 -3.38819 2.96477
C -2.57483 -4.46160 2.43722
C -2.91995 -4.47415 1.08591
C -2.56422 -3.41633 0.27013
H -0.89499 -2.87735 -1.65142
H -1.02559 -1.45638 -2.67239
H 0.69209 -0.18903 -3.11826
H 2.32961 -0.69370 -2.79382
H 0.99801 1.57092 -3.92668
H 1.67769 3.44131 -5.32006
H 3.20396 5.17880 -4.42938
H 4.04310 4.99296 -2.10266
H 3.36564 3.12142 -0.68690
H 2.87375 1.90494 1.27055
H 5.05499 1.59585 2.30181
H 6.59943 -0.15825 1.44753
H 5.89792 -1.58243 -0.45815
H 3.74425 -1.24393 -1.52803
H 2.65796 -2.58311 -3.56361
H 3.96730 -4.65931 -3.44734
H 3.61873 -6.26223 -1.58942
H 1.94795 -5.74467 0.17440
H 0.70011 -3.61534 0.11283
H -2.38717 0.14630 -2.92555
H -4.57618 0.94585 -3.66189
H -6.53719 0.80489 -2.15207
H -6.27697 -0.18350 0.10794
H -4.08986 -1.02967 0.84284
H -0.96452 -1.50423 2.55892
H -1.59861 -3.37272 4.01295
H -2.85236 -5.29452 3.07271
H -3.47102 -5.31034 0.67177
H -2.85924 -3.43057 -0.77451
Se 0.51611 3.51326 0.91424
C 1.49942 3.35959 2.45953
N 2.12910 3.25385 3.42285
```

## Properties
Charge: +1
Highest occupied orbital energy (alpha / beta), eV: -9.9092 / -10.0303
Multiplicity: 4



[2]
Entry from the OMol25 dataset: a single C4H4Cl2 molecule at a distorted geometry (wB97M-V/def2-TZVPD).

```
10
Properties=species:S:1:pos:R:3
C -0.29307 0.50265 -0.50870
C 0.99170 -2.12018 1.03943
C 0.43693 -0.54761 0.68320
C -0.33052 0.26845 -1.81151
Cl 0.85819 -3.21212 -0.19170
Cl -0.97818 1.37633 -3.02005
H -0.65196 1.41137 -0.13041
H -0.42236 -0.81324 1.27981
H 0.96434 0.17444 1.41344
H 0.20677 -0.54236 -2.29150
```

## Properties
Energy above the lowest of the compared OMol25 structures with the same formula, charge and spin, kJ/mol: 442.6
Highest occupied orbital energy, eV: -9.2432
Multiplicity: 1



[3]
Entry from the OMol25 dataset: 2 unconnected molecules or ions with the total composition C4H7N at a distorted geometry (wB97M-V/def2-TZVPD).

```
12
Properties=species:S:1:pos:R:3
C -0.33433 -0.39153 -0.60616
C -0.89177 0.55545 0.07908
C -0.36782 1.54762 1.04618
H 0.69637 -0.65413 -0.63268
H -0.86239 -1.07627 -1.23494
H -1.97857 0.65676 0.08722
H -0.51788 1.28778 2.10904
H -0.92791 2.54515 0.84941
H 0.76305 1.69469 0.97389
C 1.03368 -2.77524 -0.81869
N 1.74985 -2.78032 0.07259
H 0.38745 -2.80249 -1.70458
```

## Properties
Energy above the lowest of the compared OMol25 structures with the same formula, charge and spin, kJ/mol: 195.9
Highest occupied orbital energy, eV: -9.8999
Multiplicity: 1
SMILES: C=CC.C#N



[4]
Entry from the OMol25 dataset: 7 unconnected molecules or ions with the total composition C19H54F3N5O9S at a distorted geometry (wB97M-V/def2-TZVPD).

```
91
Properties=species:S:1:pos:R:3
N 0.34527 -0.15456 -0.43287
H -0.03712 -0.06958 -1.36381
H 0.86157 0.62108 -0.04308
H 0.87547 -1.01016 -0.34960
H -0.41161 -0.26922 0.22598
C -1.34837 1.53250 -4.68325
F -1.03947 2.14962 -5.94112
F -1.08137 2.50687 -3.79005
F -2.64836 1.16527 -4.58235
S -0.16639 -0.02802 -4.40179
O -0.54479 -1.17035 -5.29673
O 1.16692 0.59458 -4.79303
O -0.48462 -0.26956 -3.01747
C 2.77883 1.57900 0.00668
C 2.63417 1.47457 1.53328
O 1.72244 0.50957 1.99043
O 1.62361 2.19368 -0.46021
H 3.03457 0.58712 -0.36596
H 3.64131 2.22253 -0.16679
H 2.49402 2.42638 2.04564
H 3.55944 1.20904 2.04461
H 1.65999 0.61298 2.94280
H 1.99584 2.82538 -1.07989
C -4.78204 3.11064 -0.47228
C -4.45421 1.63382 -0.44447
C -5.06937 0.79372 -1.59395
O -5.09038 -0.57994 -1.19948
C -5.41400 -1.35238 -2.33901
N -3.05562 1.49456 -0.51108
H -4.58699 3.64425 -1.40251
H -4.27542 3.54007 0.39202
H -5.83068 3.27000 -0.22116
H -4.91934 1.25322 0.46487
H -4.56818 0.85323 -2.56006
H -6.11729 1.09008 -1.63997
H -4.66241 -1.43774 -3.12382
H -6.21902 -1.03423 -3.00145
H -5.54200 -2.37673 -1.98912
H -3.08422 0.50432 -0.70780
H -2.53373 1.93035 -1.25795
C -1.53652 -3.46512 3.12252
C -0.63621 -2.31350 2.63169
C 0.88276 -2.92049 2.55735
O 1.31225 -3.34188 3.92701
C 2.69675 -3.87190 3.82296
N -1.17861 -1.75486 1.36948
H -2.43185 -3.03228 3.56877
H -0.99341 -4.10462 3.81835
H -1.86067 -4.12074 2.31432
H -0.66409 -1.61408 3.46723
H 1.56629 -2.18844 2.12724
H 0.87805 -3.74883 1.84888
H 2.67738 -4.70990 3.12619
H 3.06899 -4.17782 4.80069
H 3.38849 -3.11996 3.44325
H -1.98612 -1.24939 1.70494
H -1.45329 -2.55263 0.81432
C 4.63893 -2.38739 0.19130
C 3.71013 -2.97451 -0.72120
C 3.68496 -4.52232 -0.63404
O 3.16421 -4.80205 0.72788
C 2.64710 -6.15175 0.87033
N 2.40113 -2.47273 -0.32789
H 4.67224 -2.91683 1.14350
H 4.51617 -1.32282 0.39060
H 5.64043 -2.56183 -0.20198
H 4.09959 -2.64147 -1.68324
H 4.67068 -4.98434 -0.68888
H 3.11722 -4.93165 -1.46963
H 1.64039 -6.11650 0.45392
H 2.41251 -6.63284 1.81986
H 3.34853 -6.82923 0.38339
H 2.41839 -2.44447 0.68157
H 1.71440 -3.17211 -0.57153
C 0.46338 6.72863 -0.23615
C 0.67399 5.24554 -0.30895
C -0.62655 4.37498 0.08671
O -0.72504 4.28845 1.50596
C -1.50129 3.16187 1.99247
N 1.14642 4.93908 -1.65284
H 1.31126 7.34269 -0.53967
H 0.17784 6.98272 0.78464
H -0.26930 6.89616 -1.02559
H 1.51880 4.86725 0.26663
H -0.49483 3.35781 -0.28224
H -1.50587 4.94126 -0.22024
H -1.30301 2.22085 1.47938
H -2.54539 3.47482 1.99633
H -1.26817 2.92954 3.03159
H 1.91045 5.55375 -1.89478
H 0.38358 5.26950 -2.22642
```

## Properties
Energy above the lowest of the compared OMol25 structures with the same formula, charge and spin, kJ/mol: 350.6
Highest occupied orbital energy, eV: -8.7672
Multiplicity: 1



[5]
Entry from the OMol25 dataset: 3 unconnected molecules or ions with the total composition C4H12N2S at a distorted geometry (wB97M-V/def2-TZVPD).

```
19
Properties=species:S:1:pos:R:3
C 2.29976 -1.40762 -0.36098
C 0.95283 -1.18969 0.34624
S -0.44490 -1.29339 -0.82635
N 2.63286 -0.34545 -1.31556
H 2.25447 -2.34024 -0.92548
H 3.10195 -1.48820 0.38981
H 0.93167 -0.22034 0.85596
H 0.87189 -1.93068 1.14192
H 2.81784 0.52722 -0.83994
H 1.81945 -0.22422 -1.91023
C -1.73317 0.96521 0.46918
C -1.73932 2.01513 1.30717
N -2.59272 0.66820 -0.55935
H -1.09902 0.13635 0.76769
H -1.24263 2.00266 2.26154
H -2.45817 2.82211 1.19181
H -2.40858 -0.25758 -0.83202
H -3.56279 0.86008 -0.35580
H -0.40145 0.70045 -0.80563
```

## Properties
Energy above the lowest of the compared OMol25 structures with the same formula, charge and spin, kJ/mol: 387.8
Highest occupied orbital energy, eV: -8.7517
Multiplicity: 1



[6]
Entry from the OMol25 dataset: a molecular structure, C8H10F5InNOTe at a distorted geometry (wB97M-V/def2-TZVPD).

```
27
Properties=species:S:1:pos:R:3
C -1.23020 -0.37656 -1.97330
C -0.40258 -1.52083 -1.77833
C 0.95420 -1.10395 -1.89434
C 0.96586 0.29759 -2.14055
C -0.38716 0.74892 -2.18932
In 0.00000 0.00000 0.00000
C -1.21450 -1.26810 1.17734
C -2.09291 -0.05260 1.14399
C -3.45638 -0.04110 1.18064
N -1.28028 1.08740 0.92589
H 1.83207 -1.74044 -1.76925
H -0.75002 -2.53399 -1.57624
H 1.85363 0.92382 -2.24534
H -0.71745 1.77787 -2.34479
H -2.31901 -0.35691 -1.88991
H -1.71485 -2.21371 0.93306
H -1.78400 1.97637 0.88865
H -0.62970 -1.33119 2.11321
H -4.01382 -0.96050 1.38061
H -4.02044 0.89456 1.08261
F 2.78424 1.41461 3.27397
Te 3.19229 0.90443 1.37484
F 3.62720 0.40150 -0.51358
F 2.66688 -0.98269 1.79889
F 3.73197 2.79706 0.96867
F 5.08098 0.44390 1.88821
O 1.28286 1.36923 0.85761
```

## Properties
Charge: -1
Highest occupied orbital energy (alpha / beta), eV: -4.0467 / -4.0472
Multiplicity: 1